Entry A
Below is C33H30Cl4N3O4SeZr as an isolated structure, with properties calculated with ωB97M-V/def2-TZVPD.

The gap between HOMO and LUMO comes out at 4.7 eV. The total charge is -1. The lowest unoccupied orbital energy comes out at 1.637 eV.

The geometry in XYZ format:
```
76
Properties=species:S:1:pos:R:3:mulliken_charge:R:1
Zr 0.796 0.326 -0.227 0.25
C 2.625 -2.762 -1.081 -1.02
N 2.164 -1.785 -0.099 1.87
C 3.247 -1.415 0.822 -0.96
C 4.354 -0.635 0.086 -0.98
C 3.846 0.386 -0.937 -1.11
N 2.804 1.246 -0.349 -0.14
C 3.079 2.441 0.023 -0.23
C 2.219 3.367 0.731 0.56
C 2.712 4.676 0.899 -0.67
C 2.000 5.628 1.577 -0.81
C 0.753 5.264 2.125 -0.41
C 0.250 3.997 1.999 -0.87
C 0.969 3.002 1.295 0.37
O 0.504 1.795 1.228 -0.20
C 0.828 -3.334 1.428 -1.64
C -1.688 -3.094 1.956 -1.53
C -2.383 -2.595 0.687 -0.02
N -1.632 -1.655 -0.134 0.69
C -1.893 -0.215 -0.111 2.32
C -2.211 0.398 -1.473 0.23
C -3.323 -0.051 -2.169 -0.46
C -3.589 0.369 -3.463 -0.99
C -2.695 1.233 -4.084 -0.59
C -1.552 1.656 -3.422 -0.69
C -1.301 1.262 -2.114 0.68
O -0.136 1.617 -1.506 -0.96
H 3.002 -3.659 -0.576 0.38
H 3.440 -2.340 -1.672 0.45
H 1.833 -3.041 -1.762 0.01
H 3.695 -2.275 1.336 0.42
H 2.820 -0.789 1.603 0.38
H 5.026 -1.313 -0.444 0.42
H 4.957 -0.121 0.840 0.44
H 3.412 -0.140 -1.786 0.28
H 4.669 1.002 -1.307 0.52
H 4.080 2.819 -0.210 0.25
H 3.678 4.923 0.469 0.33
H 2.384 6.631 1.694 0.38
H 0.176 6.006 2.665 0.40
H -0.706 3.711 2.418 0.47
H 1.187 -2.987 2.397 0.67
H 1.528 -4.079 1.044 0.23
H -1.348 -2.252 2.565 0.29
H -2.417 -3.656 2.540 0.63
H -3.314 -2.116 0.976 -0.27
H -2.657 -3.451 0.071 0.63
H -1.048 0.356 0.289 -0.35
H -3.972 -0.777 -1.692 0.50
H -4.464 0.003 -3.984 0.45
H -2.865 1.552 -5.106 0.36
H -0.820 2.285 -3.913 0.43
Cl -1.100 -5.964 -1.934 -0.26
C -0.705 -4.649 -0.795 0.11
C -0.795 -5.023 0.555 -0.67
Cl -2.177 -6.078 0.968 -0.24
C -0.510 -4.049 1.643 1.33
Cl -0.200 -4.980 3.251 -0.25
C 0.801 -2.107 0.557 0.40
O 0.560 -0.939 1.320 -0.86
C -0.303 -2.108 -0.635 -0.21
O 0.143 -1.073 -1.472 -0.83
C -0.419 -3.436 -1.374 -0.80
Cl -0.191 -3.297 -3.114 -0.21
Se -3.055 0.429 1.374 0.17
C -4.733 0.638 0.518 0.33
C -5.723 -0.320 0.715 -0.36
C -6.960 -0.182 0.095 -0.69
C -7.208 0.915 -0.720 -0.45
C -6.224 1.878 -0.906 -0.59
C -4.989 1.744 -0.287 -0.18
H -5.517 -1.179 1.340 0.34
H -7.723 -0.936 0.243 0.41
H -8.168 1.019 -1.211 0.37
H -6.412 2.730 -1.548 0.40
H -4.209 2.478 -0.446 0.37
```


Entry B
Below is C33H30Cl4N3O4SeZr as an isolated structure, with properties calculated with ωB97M-V/def2-TZVPD.

The gap between HOMO and LUMO comes out at 6.0 eV. The total charge is -1. The lowest unoccupied orbital energy comes out at 1.691 eV.

The geometry in XYZ format:
```
76
Properties=species:S:1:pos:R:3:mulliken_charge:R:1
Zr -0.235 0.226 -0.532 0.89
C 0.106 2.331 2.385 -1.25
N 0.446 0.893 2.356 1.42
C -0.390 0.268 3.392 -0.24
C -0.599 -1.234 3.319 -1.07
C -1.427 -1.711 2.138 -0.80
N -0.755 -1.762 0.838 0.62
C -0.609 -2.942 0.354 0.02
C -0.279 -3.262 -1.010 0.12
C 0.253 -4.517 -1.350 -0.59
C 0.411 -4.880 -2.664 -0.75
C -0.020 -3.995 -3.668 -0.50
C -0.592 -2.786 -3.364 -0.71
C -0.725 -2.370 -2.018 0.88
O -1.267 -1.238 -1.713 -1.07
C 1.874 0.799 2.684 -1.31
C 2.524 -0.586 2.698 -1.13
C 2.291 -1.433 1.433 -0.69
N 2.081 -0.551 0.280 0.83
C 3.165 -0.062 -0.161 -1.97
C 3.228 1.146 -1.034 1.15
C 4.411 1.027 -1.571 0.03
C 4.716 3.564 -2.881 -1.04
C 3.644 3.615 -2.209 0.34
C 2.434 3.410 -1.481 -0.38
C 2.156 2.190 -0.959 0.27
O 1.074 1.890 -0.327 -0.59
H 0.184 2.717 3.413 0.45
H -0.909 2.472 2.015 -0.12
H 0.781 2.882 1.739 0.39
H -1.377 0.731 3.325 -0.31
H 0.015 0.533 4.383 0.37
H -1.174 -1.493 4.215 0.67
H 0.328 -1.801 3.389 0.16
H -2.285 -1.052 2.015 -0.30
H -1.815 -2.710 2.371 0.75
H -0.822 -3.797 1.007 0.29
H 0.546 -5.195 -0.554 0.41
H 0.848 -5.834 -2.926 0.39
H 0.101 -4.275 -4.708 0.40
H -0.918 -2.097 -4.132 0.48
H 2.046 1.262 3.671 0.62
H 2.395 1.420 1.956 0.46
H 2.225 -1.155 3.580 0.44
H 3.597 -0.404 2.810 0.49
H 1.420 -2.062 1.542 -0.15
H 3.154 -2.084 1.256 0.56
H 4.115 -0.452 0.206 0.48
H 4.987 0.665 -5.171 0.14
H 3.212 1.090 -5.887 0.31
H 4.116 4.700 -2.451 0.23
H 1.684 4.186 -1.433 0.43
Cl 1.836 1.700 -7.008 -0.42
C 0.838 1.470 -5.491 1.35
C -0.412 2.065 -5.472 0.00
Cl -1.081 2.876 -6.852 -0.24
C -1.117 1.982 -4.273 -0.02
Cl -2.655 2.750 -4.080 -0.23
C -0.561 1.326 -3.173 -0.05
O -1.117 1.376 -1.970 -0.19
C 0.648 0.604 -3.314 1.22
O 1.031 -0.057 -2.201 -0.62
C 1.405 0.768 -4.468 -1.91
Cl 3.678 0.534 -4.757 0.11
Se -2.782 1.268 0.285 -0.23
C -3.489 1.228 2.070 -0.11
C -3.194 2.251 2.976 -0.48
C -3.725 2.256 4.258 -0.66
C -4.580 1.242 4.670 -0.52
C -4.909 0.234 3.773 -0.65
C -4.374 0.231 2.491 -0.15
H -2.541 3.057 2.662 0.63
H -3.472 3.062 4.938 0.39
H -4.994 1.244 5.671 0.38
H -5.593 -0.553 4.068 0.38
H -4.656 -0.547 1.792 0.50
```


entry A (9.759 eV below the next structure)


Entry A
Below is a 2-piece molecular cluster, C7H8N2 overall, with properties calculated with ωB97M-V/def2-TZVPD.

The gap between HOMO and LUMO (spin up / spin down) comes out at 8.1 / 7.6 eV. The lowest unoccupied orbital energy (spin up / spin down) comes out at 0.042 / -0.142 eV.

The geometry in XYZ format:
```
17
Properties=species:S:1:pos:R:3:nbo_charge:R:1
C 1.210 -0.587 -0.408 0.07
C 1.115 0.757 -0.143 0.02
C -0.823 -0.966 0.897 -0.18
C -0.900 0.337 1.147 -0.26
C -0.811 0.088 -1.173 -0.40
C -0.177 -1.166 -0.487 -0.29
C -0.312 1.016 -0.060 0.05
N 2.498 -0.644 0.216 -0.43
N 2.464 0.814 0.286 -0.42
H -1.126 -1.783 1.523 0.22
H -1.257 0.852 2.015 0.23
H -0.389 0.309 -2.153 0.22
H -1.894 0.033 -1.234 0.22
H -0.317 -2.143 -0.940 0.23
H -1.225 3.221 -0.185 -0.04
H 3.283 -1.008 -0.324 0.37
H 2.676 1.186 1.207 0.37
```


Entry B
Below is a 2-piece molecular cluster, C7H8N2 overall, with properties calculated with ωB97M-V/def2-TZVPD.

The gap between HOMO and LUMO comes out at 9.6 eV. The lowest unoccupied orbital energy comes out at -0.198 eV.

The geometry in XYZ format:
```
17
Properties=species:S:1:pos:R:3:nbo_charge:R:1
C 1.082 -3.815 -1.091 -0.22
C 1.805 -2.866 -1.005 -0.23
C -1.214 0.707 0.603 0.12
C 0.035 -0.862 -3.208 0.31
C -1.523 0.598 -1.779 -0.08
C 0.125 1.312 0.752 -0.28
C 0.917 1.292 1.851 -0.32
N -1.840 0.293 -0.413 -0.40
N -0.574 -0.225 -2.465 -0.55
H 0.488 -4.679 -1.239 0.23
H -1.476 0.091 1.451 0.18
H -2.466 0.701 -2.314 0.22
H -1.048 1.730 -1.846 0.17
H 0.427 1.945 -0.187 0.21
H 1.870 1.829 1.857 0.21
H 0.794 0.692 2.702 0.20
H 2.108 -1.884 -0.843 0.23
```


Entry C
Below is one molecule with the formula C7H8N2, with properties calculated with ωB97M-V/def2-TZVPD.

The gap between HOMO and LUMO comes out at 8.3 eV. The lowest unoccupied orbital energy comes out at 0.757 eV.

The geometry in XYZ format:
```
17
Properties=species:S:1:pos:R:3:nbo_charge:R:1
C 0.468 -1.711 -1.194 0.12
C -0.979 1.124 -0.869 0.29
C 1.405 0.183 0.215 -0.14
C 0.876 1.339 0.645 -0.23
C -0.975 -0.396 0.750 -0.43
C 0.405 -1.043 0.172 -0.36
C -0.634 1.042 0.624 -0.31
N -0.463 -2.098 -1.873 -0.70
N -1.482 1.142 -1.868 -0.37
H 2.277 0.080 -0.482 0.23
H 1.472 2.241 0.785 0.24
H -1.835 -0.696 0.099 0.22
H -1.287 -0.633 1.749 0.22
H 0.628 -1.894 0.818 0.26
H -1.288 1.810 1.178 0.25
H -0.296 -2.759 -2.706 0.37
H -1.571 -1.819 -2.086 0.33
```


entry C (0.762 eV below the next structure)


Entry A
Below is one molecule with the formula C7H17NO, with properties calculated with ωB97M-V/def2-TZVPD.

Its structure (SMILES) is CC(C)NOC(C)(C)C. The gap between HOMO and LUMO comes out at 9.9 eV. The lowest unoccupied orbital energy comes out at 0.947 eV.

The geometry in XYZ format:
```
26
Properties=species:S:1:pos:R:3:nbo_charge:R:1
C 0.953 1.116 1.854 -0.62
C -0.328 1.610 1.192 -0.06
C -1.456 1.754 2.207 -0.61
N -0.753 0.654 0.172 -0.35
O 0.198 0.630 -0.901 -0.43
C 0.282 -0.870 -1.234 0.28
C 1.617 -0.912 -1.969 -0.63
C 0.299 -1.857 -0.069 -0.65
C -0.885 -1.178 -2.172 -0.64
H 1.283 1.825 2.610 0.21
H 0.777 0.152 2.333 0.20
H 1.743 0.999 1.110 0.22
H -0.116 2.590 0.721 0.17
H -2.352 2.159 1.732 0.20
H -1.688 0.793 2.637 0.21
H -1.162 2.434 3.003 0.22
H -1.636 0.969 -0.234 0.34
H 1.863 -1.945 -2.231 0.21
H 1.583 -0.310 -2.873 0.21
H 2.400 -0.514 -1.319 0.22
H 1.176 -1.693 0.562 0.21
H -0.607 -1.755 0.533 0.23
H 0.329 -2.875 -0.461 0.22
H -0.945 -0.429 -2.957 0.22
H -1.825 -1.190 -1.617 0.21
H -0.749 -2.157 -2.626 0.21
```


Entry B
Below is a 2-piece molecular cluster, C7H17NO overall, with properties calculated with ωB97M-V/def2-TZVPD.

Its structure (SMILES) is CCN(C)C(C)=O.CC. The gap between HOMO and LUMO comes out at 9.6 eV. The lowest unoccupied orbital energy comes out at 0.868 eV.

The geometry in XYZ format:
```
26
Properties=species:S:1:pos:R:3:nbo_charge:R:1
C -2.255 -1.204 0.021 -0.64
C -1.058 -1.647 -0.820 -0.21
N 0.221 -0.906 -0.960 -0.47
C 0.392 0.314 -1.782 -0.43
C 1.264 -1.277 -0.044 0.69
C 1.417 -2.773 0.193 -0.75
O 1.980 -0.365 0.308 -0.61
H -2.344 -1.404 1.091 0.22
H -3.129 -1.575 -0.502 0.22
H -2.437 -0.105 0.040 0.22
H -0.788 -2.668 -0.637 0.20
H -1.440 -1.682 -1.895 0.18
H 0.726 -0.202 -2.698 0.20
H -0.456 0.970 -1.996 0.21
H 1.133 0.886 -1.264 0.24
H 0.860 -3.425 -0.447 0.23
H 2.418 -3.194 -0.149 0.25
H 1.555 -2.963 1.244 0.25
C -0.114 3.426 0.926 -0.63
C 0.620 2.337 1.717 -0.63
H 0.426 4.156 0.262 0.21
H -0.723 3.060 0.105 0.20
H -0.794 4.065 1.514 0.20
H 0.222 1.342 1.577 0.22
H 0.619 2.662 2.764 0.21
H 1.686 2.172 1.434 0.22
```


entry A (0.313 eV below the next structure)


Entry A
Below is one molecule with the formula C12H20N2, with properties calculated with ωB97M-V/def2-TZVPD.

Its structure (SMILES) is C=C=CCNCCCCNCC=C=C. The gap between HOMO and LUMO comes out at 9.5 eV. The lowest unoccupied orbital energy comes out at 0.953 eV.

The geometry in XYZ format:
```
34
Properties=species:S:1:pos:R:3:nbo_charge:R:1
C 2.131 1.880 -5.326 -0.50
C 1.589 2.355 -4.202 0.12
C 1.057 2.778 -3.112 -0.30
C 0.744 1.909 -1.942 -0.23
N 1.359 2.399 -0.710 -0.63
C 1.110 1.678 0.502 -0.21
C -0.303 1.780 1.129 -0.41
C -0.378 1.150 2.538 -0.40
C 0.004 -0.339 2.563 -0.22
N -0.710 -1.104 1.510 -0.63
C -0.468 -2.546 1.628 -0.22
C -1.270 -3.281 0.504 -0.30
C -2.129 -4.200 0.741 0.11
C -2.954 -5.261 0.992 -0.50
H 1.523 1.640 -6.134 0.21
H 3.160 1.984 -5.547 0.22
H 0.945 3.846 -2.971 0.23
H -0.407 1.941 -1.778 0.20
H 1.016 0.850 -2.186 0.18
H 2.362 2.562 -0.840 0.36
H 1.796 2.103 1.265 0.19
H 1.316 0.635 0.344 0.16
H -0.490 2.872 1.264 0.21
H -1.132 1.328 0.482 0.21
H 0.229 1.670 3.265 0.21
H -1.437 1.242 2.883 0.20
H 1.102 -0.471 2.347 0.19
H -0.259 -0.758 3.563 0.17
H -1.726 -0.916 1.654 0.35
H -0.723 -2.972 2.629 0.18
H 0.666 -2.616 1.458 0.20
H -1.154 -2.826 -0.468 0.24
H -4.004 -5.072 1.042 0.22
H -2.566 -6.241 0.913 0.22
```


Entry B
Below is one molecule with the formula C12H20N2, with properties calculated with ωB97M-V/def2-TZVPD.

Its structure (SMILES) is C=C=CCNCCCCNCC=C=C. The gap between HOMO and LUMO comes out at 8.5 eV. The lowest unoccupied orbital energy comes out at 0.350 eV.

The geometry in XYZ format:
```
34
Properties=species:S:1:pos:R:3:nbo_charge:R:1
C 5.183 2.701 -0.648 -0.54
C 4.494 1.916 0.090 0.20
C 3.921 1.213 1.052 -0.35
C 2.761 0.408 0.694 -0.24
N 2.940 -0.871 -0.042 -0.64
C 1.746 -1.537 -0.576 -0.22
C 0.795 -1.955 0.563 -0.40
C -0.537 -2.521 -0.116 -0.41
C -1.596 -1.530 -0.503 -0.22
N -2.060 -0.696 0.580 -0.62
C -2.849 0.331 -0.145 -0.24
C -3.991 0.804 0.737 -0.32
C -4.923 1.694 0.257 0.14
C -5.678 2.541 -0.303 -0.50
H 6.282 2.577 -0.566 0.23
H 4.939 3.440 -1.375 0.24
H 4.468 0.940 1.892 0.24
H 2.047 0.268 1.522 0.21
H 2.311 1.130 -0.029 0.16
H 3.619 -0.831 -0.796 0.36
H 1.960 -2.499 -1.071 0.19
H 1.128 -0.999 -1.304 0.15
H 1.302 -2.735 1.179 0.21
H 0.569 -1.039 1.138 0.21
H -0.330 -3.084 -1.084 0.20
H -1.001 -3.172 0.638 0.20
H -1.088 -0.797 -1.220 0.18
H -2.485 -1.972 -0.968 0.18
H -2.671 -1.210 1.185 0.35
H -3.225 -0.105 -1.064 0.18
H -2.121 1.112 -0.468 0.20
H -3.844 0.630 1.801 0.23
H -6.443 2.331 -1.057 0.22
H -5.622 3.516 0.008 0.22
```


entry A (2.452 eV below the next structure)